Arrangement one

One molecule with the formula CH2N2O4S. Source: the OMol25 dataset; level of theory: ωB97M-V/def2-TZVPD.

Properties
HOMO level = -0.3756 Ha
Gap between HOMO and LUMO = 0.3836 Eh
2S+1 = 1

Geometry (Å):
C  -0.5669  1.2111  0.0134
N  -1.6614  1.4239  -0.4316
N  0.6358  -1.1520  1.0316
O  0.5054  1.3667  0.4315
O  -0.7097  -1.0875  0.4538
O  0.9732  -0.2055  -1.3056
O  2.8300  -0.0365  0.2962
S  1.4662  -0.3270  0.0154
H  -0.9719  -2.0852  0.3262
H  -2.5007  0.8919  -0.8309

Arrangement two

CH2N2O4S as an isolated structure. Source: the OMol25 dataset; level of theory: ωB97M-V/def2-TZVPD.

Properties
HOMO level = -0.3998 Ha
Gap between HOMO and LUMO = 0.3888 Eh
2S+1 = 1

Geometry (Å):
C  0.5486  -1.7337  -0.3027
N  0.2086  -1.9830  -1.4283
N  -0.6274  1.3590  -0.5059
O  -1.3485  -0.4119  1.2137
O  0.0105  1.5280  1.9665
O  0.3072  2.3090  -0.5041
O  1.0792  -1.5539  0.7049
S  -0.6697  0.8138  0.9177
H  -0.6703  -2.2146  -1.6568
H  1.1617  1.8873  -0.4050

Pick arrangement two: it beats the second-best structure by 0.606 eV.

Arrangement one

A 2-piece molecular cluster, C3H12N3 overall. Source: the OMol25 dataset; level of theory: ωB97M-V/def2-TZVPD.

Properties
HOMO level = -0.5089 Ha
Gap between HOMO and LUMO = 0.3674 Eh
Total charge = +1
2S+1 = 1

Geometry (Å):
C  1.3671  -0.1598  1.2393
C  1.0087  0.4654  -1.2596
C  0.6495  -0.2699  -0.0622
N  -1.1484  1.3031  0.8913
N  -0.3208  -1.1864  -0.1559
N  -1.0993  -1.3948  -1.2373
H  1.4603  -1.1466  1.5927
H  0.8452  0.4504  1.9877
H  2.3483  0.2449  1.1286
H  1.0937  -0.1978  -2.1026
H  1.8579  1.0663  -1.1424
H  0.1087  1.1419  -1.6476
H  -1.0639  1.0378  1.8934
H  -1.9060  0.8062  0.4309
H  -0.4421  -1.9149  0.5688
H  -1.3664  -0.5375  -1.7264
H  -1.9155  -2.0106  -1.2132
H  -1.4768  2.3023  0.8144

Arrangement two

An isolated ion of composition C3H12N3 and charge +1. Source: the OMol25 dataset; level of theory: ωB97M-V/def2-TZVPD.

Properties
HOMO level = -0.5489 Ha
SMILES = C[N+](C)(C)NN
Gap between HOMO and LUMO = 0.4416 Eh
Total charge = +1
2S+1 = 1

Geometry (Å):
C  -1.0125  -1.0796  -0.6506
N  -0.1615  -0.0432  0.0624
C  -0.6858  0.2595  1.3976
C  -0.2181  1.0919  -0.8744
N  1.1725  -0.5735  0.1603
N  2.0538  0.1765  -0.6521
H  -0.6856  -2.0234  -0.4427
H  -2.1402  -1.0793  -0.4745
H  -0.8436  -0.8862  -1.7878
H  -1.6950  0.6280  1.2588
H  -0.6410  -0.6763  2.0611
H  -0.0026  1.0426  1.8011
H  -0.1116  2.0772  -0.2923
H  0.6557  1.0896  -1.5204
H  -1.1396  1.1200  -1.5044
H  1.3423  -0.6349  1.2430
H  2.8250  -0.3970  -1.0385
H  2.4997  0.8475  -0.0896

Arrangement three

A 2-piece molecular cluster, C3H12N3 overall. Source: the OMol25 dataset; level of theory: ωB97M-V/def2-TZVPD.

Properties
HOMO level = -0.4612 Ha
Gap between HOMO and LUMO = 0.3374 Eh
Total charge = +1
2S+1 = 1

Geometry (Å):
C  1.8417  0.5960  1.0036
C  0.4999  1.2784  1.0297
C  -0.9535  0.2341  -0.0567
N  -0.6393  0.5060  -1.4780
N  -1.2980  -1.1299  0.1709
N  -0.4787  -1.9088  -0.6409
H  1.7286  -0.5068  1.1557
H  2.3937  0.7201  0.0057
H  2.5976  1.0940  1.8074
H  0.5454  2.3192  0.6758
H  -0.1994  1.0274  1.8259
H  -1.8169  0.8680  0.3594
H  -1.5427  0.3722  -2.1334
H  -0.0517  1.3090  -1.6611
H  -1.8360  -1.4476  0.9469
H  0.0160  -0.2818  -1.6332
H  -1.0317  -2.4662  -1.2829
H  0.2249  -2.5833  -0.0948

Pick arrangement one: it beats the second-best structure by 1.888 eV.

Arrangement one

A 2-piece molecular cluster, C3H12N3 overall. Source: the OMol25 dataset; level of theory: ωB97M-V/def2-TZVPD.

Properties
HOMO level = -0.4963 Ha
Gap between HOMO and LUMO = 0.3803 Eh
Total charge = +1
2S+1 = 1

Geometry (Å):
C  -0.0221  -0.8166  1.4131
C  -1.6856  0.9960  1.2349
C  -0.7681  0.1201  0.5315
N  2.1204  0.3779  -0.6765
N  -0.4315  0.0718  -0.7330
N  -0.9101  0.7787  -1.7704
H  0.6641  -1.5372  0.8675
H  -0.7707  -1.3201  2.1063
H  0.5921  -0.1403  2.0032
H  -2.1195  1.7701  0.5805
H  -1.0815  1.2871  2.0455
H  -2.4695  0.4948  1.8665
H  2.6809  0.2888  -1.4706
H  2.4935  -0.0087  0.1465
H  0.7089  -0.1243  -0.7799
H  -1.8596  1.2728  -1.6163
H  -0.6604  0.2820  -2.5343
H  2.1027  1.3197  -0.3427

Arrangement two

A 2-piece molecular cluster, C3H12N3 overall. Source: the OMol25 dataset; level of theory: ωB97M-V/def2-TZVPD.

Properties
HOMO level = -0.4590 Ha
Gap between HOMO and LUMO = 0.3437 Eh
Total charge = +1
2S+1 = 1

Geometry (Å):
C  1.5771  1.0582  -0.5931
C  -1.2487  0.8574  0.3886
C  0.7706  -0.0957  0.0169
N  -2.0100  -0.4311  0.2784
N  1.3521  -0.6236  1.2105
N  0.2923  -1.0781  -0.8875
H  2.3895  0.5713  -1.1911
H  1.6576  1.8771  -0.0085
H  1.0363  1.5096  -1.4302
H  -1.4185  1.3489  1.3655
H  -1.3961  1.4411  -0.4787
H  -2.2921  -0.8127  1.1816
H  -3.0310  -0.4287  -0.2331
H  0.7799  -1.3915  1.5864
H  1.7499  -0.0848  1.9697
H  -1.3081  -1.0481  -0.3674
H  0.8417  -1.9594  -1.0515
H  0.2576  -0.7099  -1.7566

Pick arrangement one: it beats the second-best structure by 0.781 eV.

Arrangement one

An isolated ion of composition C6H11N2 and charge +1. Source: the OMol25 dataset; level of theory: ωB97M-V/def2-TZVPD.

Properties
HOMO level = -0.4932 Ha
SMILES = C1=C\NCC/C=[NH+]/C/1
Gap between HOMO and LUMO = 0.3620 Eh
Total charge = +1
2S+1 = 1

Geometry (Å):
C  -0.6914  -1.1370  -1.4817
C  -0.0464  0.0313  -1.5948
N  0.7117  0.7661  -0.6772
C  0.1456  1.7962  0.2657
C  0.6685  1.0238  1.5866
C  0.4585  -0.2901  1.0155
N  -0.7134  -0.7760  0.7970
C  -0.8392  -1.8901  -0.1754
H  -0.9336  -1.6290  -2.3771
H  0.0852  0.5382  -2.5959
H  1.6640  0.7636  -1.0239
H  -0.8524  1.8445  0.0098
H  0.5438  2.7606  0.0926
H  1.7708  1.1767  1.9112
H  0.0617  1.2308  2.4826
H  1.2612  -1.0615  1.1857
H  -1.4966  -0.2141  0.7237
H  -1.7845  -2.4011  -0.0766
H  -0.0137  -2.5331  -0.0677

Arrangement two

A 2-piece molecular cluster, C6H11N2 overall. Source: the OMol25 dataset; level of theory: ωB97M-V/def2-TZVPD.

Properties
HOMO level = -0.5408 Ha
Gap between HOMO and LUMO = 0.3779 Eh
Total charge = +1
2S+1 = 1

Geometry (Å):
C  -1.8096  -0.8351  0.0947
C  1.5388  1.5959  0.3176
C  2.4734  1.2736  -0.7252
C  1.9227  0.1715  0.3360
C  -4.2274  -0.0951  0.3481
C  1.1640  -0.9751  -0.1046
N  -2.8637  -0.3710  0.3344
N  1.6449  -2.1874  -0.3831
H  1.8138  2.2299  1.1569
H  0.5455  1.8918  -0.0458
H  2.1888  1.2361  -1.7092
H  3.4696  1.6160  -0.4498
H  -4.8623  -0.7952  -0.0749
H  -4.5500  0.1230  1.4371
H  -4.2816  0.8778  -0.2394
H  2.8704  -0.2608  0.7710
H  0.0886  -0.7623  -0.2826
H  1.0535  -2.9748  -0.5337
H  2.5340  -2.4270  0.1407

Arrangement three

A 2-piece molecular cluster, C6H11N2 overall. Source: the OMol25 dataset; level of theory: ωB97M-V/def2-TZVPD.

Properties
HOMO level = -0.4784 Ha
Gap between HOMO and LUMO = 0.3188 Eh
Total charge = +1
2S+1 = 1

Geometry (Å):
C  1.1382  -2.1790  0.7983
C  -2.8284  -1.3853  -0.5326
C  -2.4781  0.9537  0.0439
C  1.5109  -1.1893  0.2335
C  2.8427  0.9569  -0.0406
C  1.8305  -0.0403  -0.5725
N  -2.5766  -0.2035  -0.4325
N  -1.3899  1.4111  0.6319
H  0.7804  -2.9380  1.5148
H  -1.1516  2.3049  0.6720
H  -2.6337  -1.9538  -1.4966
H  -3.1667  -1.8521  0.3787
H  -3.2343  1.6608  -0.1073
H  2.8314  1.7920  -0.7915
H  2.4137  1.3125  0.9207
H  3.9283  0.4374  -0.0801
H  0.7847  0.4477  -0.4056
H  2.0415  -0.3100  -1.5455
H  -0.6429  0.7744  0.8110

Pick arrangement one: it beats the second-best structure by 0.466 eV.

Arrangement one

A 2-piece molecular cluster, C6H11N2 overall. Source: the OMol25 dataset; level of theory: ωB97M-V/def2-TZVPD.

Properties
HOMO level (alpha / beta) = -0.4450 / -0.5060 Ha
Gap between HOMO and LUMO (alpha / beta) = 0.2629 / 0.3516 Eh
Total charge = +1
2S+1 = 1

Geometry (Å):
C  -1.5172  0.6434  0.9744
C  3.6627  0.9145  -0.4571
C  0.9893  0.7485  0.7719
C  -0.2028  0.1434  0.6793
C  -0.3244  -1.2444  -1.4124
C  -0.7358  -1.0961  -0.0105
N  -2.0036  1.5420  1.6172
N  -2.1246  -0.6357  0.1665
H  3.9960  1.9151  -0.1715
H  3.9620  0.0988  0.2468
H  1.0448  1.6890  1.3983
H  -0.2985  -0.2055  -1.9687
H  -1.0254  -1.9589  -1.8871
H  0.7022  -1.7656  -1.5834
H  -0.6493  -2.0496  0.6723
H  -2.9825  1.6722  1.9906
H  -2.7965  -1.1294  0.9220
H  -2.7596  -0.3927  -0.5829
H  3.0631  1.1109  -1.3656

Arrangement two

An isolated ion of composition C6H11N2 and charge +1. Source: the OMol25 dataset; level of theory: ωB97M-V/def2-TZVPD.

Properties
HOMO level = -0.5211 Ha
Gap between HOMO and LUMO = 0.4063 Eh
Total charge = +1
2S+1 = 1

Geometry (Å):
C  -0.2079  1.0931  -0.2863
C  1.0580  -0.4959  -0.6855
C  -0.1899  2.1447  -1.0333
C  0.3509  -0.3310  1.5332
C  -0.8079  0.4096  0.9189
C  -1.8778  -0.5837  0.3640
N  1.1215  -0.8885  0.5305
N  1.7434  -0.8597  -1.8164
H  -0.6060  3.1413  -0.7808
H  0.2575  2.1794  -1.9600
H  0.9278  0.2356  2.2556
H  -0.0215  -1.0712  2.2045
H  -1.4571  1.0251  1.4790
H  -2.6711  -0.0534  -0.2149
H  -2.1648  -1.0892  1.1884
H  -1.3318  -1.2179  -0.2174
H  1.7875  -1.5444  0.9256
H  1.7324  -0.4818  -2.7814
H  2.3567  -1.6121  -1.6236

Arrangement three

A 2-piece molecular cluster, C6H11N2 overall. Source: the OMol25 dataset; level of theory: ωB97M-V/def2-TZVPD.

Properties
HOMO level = -0.5550 Ha
Gap between HOMO and LUMO = 0.4400 Eh
Total charge = +1
2S+1 = 1

Geometry (Å):
C  -0.6296  0.1769  2.1682
C  -1.0751  0.2033  -2.4999
C  -0.5589  1.2577  -2.7297
C  -0.7814  -0.5979  0.8842
C  0.9078  1.0787  0.8868
C  1.4208  -1.0681  -0.3709
N  0.3169  1.2085  1.9412
N  0.3299  -0.0949  0.0389
H  -0.3722  -0.3865  3.0185
H  -1.8131  -0.5150  -2.3183
H  -1.6094  0.8702  2.3626
H  -0.2597  2.2903  -2.7771
H  -0.6621  -1.6732  0.9842
H  -1.6331  -0.5403  0.2929
H  1.6731  1.6514  0.2502
H  1.9727  -0.8055  -1.2299
H  1.9579  -1.2297  0.5266
H  0.8932  -2.0937  -0.5531
H  -0.0775  0.2679  -0.8756

Pick arrangement two: it beats the second-best structure by 1.120 eV.